Density functional theory data (wB97M-V/def2-TZVPD) for a structure of composition C21H11ClIN4O3Pd.

```
42
Properties=species:S:1:pos:R:3
I 5.250 -0.221 0.376
Pd 0.002 -0.012 0.078
Cl 3.966 -0.143 5.867
O -3.096 6.560 -0.127
O -5.085 5.762 -0.180
O 2.079 -0.278 0.408
N -2.066 0.287 -0.244
N -3.882 5.638 -0.192
N -0.215 2.264 -0.394
N 0.219 -0.432 2.384
C 0.720 3.185 -0.426
C 4.305 -0.206 3.229
C 3.387 -0.206 4.263
C -0.668 -0.454 3.361
C -1.507 2.640 -0.300
C -3.845 1.896 -0.174
C -3.329 4.252 -0.204
C -2.491 1.574 -0.238
C -4.343 -0.441 -0.144
C 3.881 -0.251 1.914
C -1.906 3.988 -0.263
C 1.969 -0.271 4.025
C 1.519 -0.329 2.704
C 0.428 4.550 -0.357
C 1.008 -0.292 5.046
C -2.968 -0.679 -0.210
C -4.239 3.269 -0.165
C 2.475 -0.289 1.585
C -0.318 -0.380 4.712
C -0.877 4.952 -0.280
C -4.783 0.853 -0.118
H -5.288 3.528 -0.131
H -5.839 1.085 -0.062
H -2.584 -1.689 -0.243
H -1.087 -0.404 5.472
H -5.031 -1.274 -0.111
H -1.119 6.000 -0.238
H -1.707 -0.543 3.063
H 1.740 2.832 -0.523
H 1.227 5.278 -0.375
H 1.319 -0.243 6.081
H 5.361 -0.167 3.457
```

Results
E_LUMO (alpha / beta)   -0.135 / -0.202 hartree
HOMO energy (alpha / beta)   -11.00 / -11.16 eV
Net charge   +1
2S+1   3